{"formula": "C6H10N2O2", "method": "wB97M-V/def2-TZVPD", "symbols": ["H", "N", "C", "C", "C", "C", "N", "H", "H", "H", "H", "H", "H", "H", "O", "C", "C", "O", "H", "H"], "coordinates": [[1.5104, -0.5094, 2.6359], [0.7656, -0.0431, 2.1057], [1.0385, 0.0594, 0.8695], [2.2829, -0.4133, 0.1886], [-0.1161, 0.7962, -0.1592], [-1.1887, 1.5189, 0.6191], [0.3700, 1.2849, -1.2546], [-0.1407, 2.1264, -1.5382], [3.1254, 0.1992, 0.5185], [2.4452, -1.4661, 0.4327], [2.1897, -0.3453, -0.8969], [-2.0231, 1.7513, -0.0478], [-1.5371, 0.9290, 1.4679], [-0.8038, 2.4677, 0.9984], [0.0594, -2.3777, -0.8499], [-0.7793, -1.6070, -0.3874], [-1.7748, -1.0135, -1.5206], [-2.8916, -0.6489, -1.2738], [-1.3263, -1.7649, 0.5546], [-1.2058, -0.9439, -2.4626]], "forces_ev_per_angstrom": [[-0.003, 0.341, -0.270], [-0.343, 0.156, -1.023], [-1.749, -0.222, -1.060], [-0.060, -0.087, -0.363], [3.302, 2.406, 1.782], [-0.666, -0.589, -0.238], [-0.182, -1.108, 1.257], [-0.423, -0.497, -0.261], [0.014, -0.147, -0.059], [0.127, 0.151, 0.134], [0.049, 0.134, 0.161], [-0.035, -0.090, 0.127], [-0.032, 0.105, -0.079], [0.211, -0.167, 0.024], [-0.616, 1.701, 1.405], [-1.768, -2.958, -3.079], [1.180, 1.146, 1.656], [0.680, -0.633, -0.407], [0.811, 0.497, 0.701], [-0.498, -0.140, -0.409]], "mulliken_charge": [0.270, -0.638, 0.587, -1.329, 0.651, -1.359, -0.666, 0.275, 0.375, 0.352, 0.316, 0.425, 0.331, 0.394, -0.488, 0.113, 0.077, -0.459, 0.403, 0.368], "de_lowest_kj_mol": 377.0, "total_energy_ev": -13456.034, "orbital_gap_ev": 8.7}